(1)
{
  "formula": "C22H25N3O5",
  "method": "the ωB97M-V functional and the def2-TZVPD basis",
  "energy_ev": -37929.084,
  "e_homo_ev": -8.08,
  "e_above_lowest_kj_mol": 120.6,
  "lumo_ha": 0.024,
  "molar_mass_da": 411.46,
  "multiplicity": 1,
  "total_charge": 0,
  "smiles": "COCCN1C(=O)N(c2cccc(C)c2)C(=O)[C@H]1CC(=O)Nc1ccc(OC)cc1",
  "elements": ["C", "H", "O", "C", "C", "N", "C", "O", "N", "C", "O", "C", "H", "C", "H", "H", "C", "O", "N", "C", "C", "C", "C", "C", "C", "H", "H", "O", "C", "H", "H", "H", "H", "H", "H", "C", "C", "C", "C", "C", "C", "H", "H", "H", "C", "H", "H", "H", "H", "H", "H", "H", "H", "H", "H"],
  "xyz": [[1.034, 5.852, 0.225], [0.439, 6.415, -0.491], [0.134, 5.415, 1.221], [0.739, 4.813, 2.335], [1.353, 3.434, 2.027], [0.454, 2.619, 1.253], [0.706, 2.289, -0.032], [1.673, 2.577, -0.689], [-0.390, 1.519, -0.480], [-1.346, 1.400, 0.477], [-2.381, 0.779, 0.409], [-0.847, 2.191, 1.686], [-1.506, 3.055, 1.854], [-0.829, 1.309, 2.947], [-1.856, 1.037, 3.194], [-0.391, 1.863, 3.777], [0.025, 0.071, 2.670], [1.211, 0.047, 2.916], [-0.686, -0.931, 2.098], [-0.222, -2.122, 1.521], [1.119, -2.496, 1.511], [1.501, -3.664, 0.888], [0.563, -4.489, 0.264], [-0.777, -4.119, 0.282], [-1.159, -2.945, 0.906], [-2.202, -2.659, 0.904], [-1.533, -4.729, -0.186], [1.055, -5.613, -0.329], [0.155, -6.485, -0.967], [0.762, -7.301, -1.356], [-0.363, -5.993, -1.798], [-0.583, -6.887, -0.265], [2.536, -3.962, 0.868], [1.853, -1.867, 1.985], [-1.672, -0.761, 1.935], [-0.402, 0.878, -1.746], [-0.653, -0.482, -1.819], [-0.645, -1.131, -3.046], [-0.380, -0.393, -4.192], [-0.125, 0.966, -4.114], [-0.135, 1.613, -2.892], [0.072, 2.669, -2.821], [0.083, 1.526, -5.013], [-0.368, -0.885, -5.153], [-0.905, -2.606, -3.103], [-1.893, -2.829, -2.704], [-0.847, -2.974, -4.124], [-0.172, -3.135, -2.494], [-0.846, -1.044, -0.918], [1.611, 2.924, 2.960], [2.258, 3.540, 1.425], [-0.063, 4.712, 3.072], [1.523, 5.460, 2.755], [1.802, 6.507, 0.654], [1.520, 5.016, -0.287]],
  "mulliken_charge": [-0.65, 0.23, -0.34, -0.58, -1.17, 0.38, 0.41, -0.64, 0.50, 0.04, -0.64, 0.14, 0.42, -1.32, 0.47, 0.56, 0.40, -0.65, -0.02, 0.02, -0.49, -0.79, 0.75, -0.29, -0.59, 0.32, 0.40, -0.47, -0.77, 0.25, 0.26, 0.33, 0.43, 0.54, 0.29, 0.33, 0.13, 0.40, -0.74, -0.84, -0.58, 0.45, 0.37, 0.37, -1.25, 0.32, 0.36, 0.22, 0.46, 0.36, 0.52, 0.34, 0.46, 0.32, 0.26]
}


(2)
{
  "formula": "C27H22N5O3SZr",
  "method": "the ωB97M-V functional and the def2-TZVPD basis",
  "energy_ev": -54066.012,
  "e_homo_ev": [-6.54, -7.58],
  "e_above_lowest_kj_mol": 129.0,
  "lumo_ha": [-0.038, -0.038],
  "molar_mass_da": 587.80,
  "s2": 0.752,
  "multiplicity": 2,
  "total_charge": 0,
  "elements": ["Zr", "O", "C", "O", "C", "C", "C", "N", "C", "C", "C", "C", "C", "C", "C", "N", "C", "C", "C", "C", "C", "N", "H", "H", "H", "H", "H", "H", "H", "H", "H", "H", "O", "N", "C", "C", "C", "C", "C", "S", "H", "H", "H", "H", "C", "C", "C", "C", "C", "C", "N", "H", "H", "H", "H", "H", "H", "H", "H"],
  "xyz": [[-0.261, 0.181, 0.108], [0.483, -4.817, -4.895], [0.571, -3.598, -5.125], [0.731, -2.945, -6.173], [0.347, -2.721, -3.886], [0.401, -1.333, -3.985], [0.225, -0.570, -2.864], [-0.026, -1.119, -1.672], [-0.024, -2.455, -1.546], [0.149, -3.280, -2.636], [-0.044, -2.988, -0.151], [-0.530, -4.245, 0.139], [-0.389, -4.714, 1.438], [0.254, -3.922, 2.367], [0.681, -2.662, 1.986], [0.513, -2.187, 0.753], [0.225, 0.942, -2.908], [0.762, 1.614, -3.985], [0.680, 2.999, -4.032], [0.037, 3.648, -3.009], [-0.457, 2.898, -1.954], [-0.349, 1.569, -1.881], [0.572, -0.919, -4.969], [0.179, -4.359, -2.557], [-1.011, -4.834, -0.631], [-0.773, -5.689, 1.711], [0.416, -4.253, 3.384], [1.161, -2.002, 2.692], [1.247, 1.058, -4.774], [1.105, 3.544, -4.866], [-0.088, 4.723, -2.999], [-0.982, 3.363, -1.133], [1.338, 1.379, 0.453], [1.259, 2.687, 0.910], [2.438, 3.347, 0.920], [2.526, 4.608, 1.410], [1.349, 5.197, 1.912], [0.175, 4.520, 1.863], [0.078, 3.206, 1.312], [-1.408, 2.382, 1.111], [3.265, 2.773, 0.530], [3.479, 5.115, 1.413], [1.377, 6.195, 2.333], [-0.745, 4.957, 2.228], [-3.076, -1.035, 0.900], [-2.247, -0.849, 2.137], [-2.558, -1.047, 3.455], [-1.426, -0.612, 4.212], [-0.479, -0.166, 3.322], [0.867, 0.406, 3.620], [-0.975, -0.320, 2.043], [-3.968, -1.626, 1.107], [-2.542, -1.575, 0.107], [-3.409, -0.075, 0.499], [-3.484, -1.455, 3.834], [-1.324, -0.627, 5.289], [1.269, -0.020, 4.541], [0.827, 1.491, 3.763], [1.592, 0.217, 2.826]],
  "lowdin_spin": [0.75, 0.00, 0.00, 0.00, 0.00, 0.00, 0.01, 0.01, 0.00, 0.00, 0.00, 0.00, 0.00, 0.00, 0.00, 0.01, 0.01, 0.00, 0.01, 0.00, 0.01, 0.01, 0.00, 0.00, 0.00, 0.00, 0.00, 0.00, 0.00, 0.00, 0.00, 0.00, 0.05, 0.03, 0.00, 0.00, 0.00, 0.00, 0.01, 0.02, 0.00, 0.00, 0.00, 0.00, 0.02, 0.01, 0.00, 0.00, 0.00, 0.00, 0.00, 0.00, 0.00, 0.01, 0.00, 0.00, 0.00, 0.00, 0.00]
}


(3)
{
  "formula": "C41H27BCl5InN10O4S2",
  "method": "the ωB97M-V functional and the def2-TZVPD basis",
  "energy_ev": -156181.185,
  "e_homo_ev": -8.08,
  "e_above_lowest_kj_mol": 250.4,
  "lumo_ha": -0.022,
  "molar_mass_da": 1090.76,
  "multiplicity": 1,
  "total_charge": 0,
  "elements": ["In", "C", "C", "N", "N", "C", "B", "N", "C", "C", "C", "N", "N", "C", "C", "C", "N", "H", "H", "H", "H", "H", "H", "H", "H", "H", "H", "S", "C", "C", "C", "C", "C", "C", "N", "C", "C", "C", "C", "C", "C", "C", "C", "N", "C", "C", "C", "C", "C", "S", "C", "H", "H", "H", "H", "H", "H", "H", "H", "H", "H", "H", "H", "C", "C", "N", "C", "C", "N", "C", "O", "O", "C", "O", "O", "H", "H", "H", "H", "H", "Cl", "C", "C", "C", "Cl", "C", "Cl", "C", "Cl", "C", "Cl"],
  "xyz": [[0.639, 0.847, 3.075], [-2.432, -1.452, 5.564], [-1.193, -1.395, 4.939], [-1.292, -0.712, 3.773], [-2.585, -0.269, 3.698], [-3.299, -0.742, 4.758], [-2.748, 1.149, 3.038], [-1.998, 2.304, 3.871], [-2.425, 3.392, 4.522], [-1.540, 3.792, 5.518], [-0.532, 2.872, 5.470], [-0.714, 1.979, 4.494], [-2.123, 1.138, 1.595], [-2.851, 1.290, 0.445], [-1.969, 1.271, -0.649], [-0.718, 0.929, -0.107], [-0.825, 0.820, 1.254], [-2.744, -2.041, 6.385], [-0.268, -1.830, 5.374], [-4.396, -0.553, 4.959], [-3.895, 1.354, 2.846], [-3.375, 3.775, 4.303], [-1.730, 4.452, 6.354], [0.306, 2.835, 6.163], [-3.836, 1.674, 0.335], [-2.153, 1.537, -1.698], [0.188, 0.761, -0.650], [-5.903, -4.173, -4.428], [-6.604, -5.110, -3.189], [-6.052, -4.906, -1.977], [-5.168, -3.829, -1.966], [-4.876, -3.323, -3.242], [-3.780, -2.426, -3.570], [-3.052, -1.635, -2.598], [-1.969, -0.964, -2.892], [-1.572, -0.822, -4.186], [-2.173, -1.620, -5.200], [-1.733, -1.554, -6.567], [-0.754, -0.698, -6.946], [-0.088, 0.064, -5.969], [0.994, 0.898, -6.299], [1.863, 1.399, -5.320], [1.504, 1.147, -3.944], [0.438, 0.435, -3.618], [-0.390, -0.001, -4.539], [3.027, 2.184, -5.681], [4.098, 2.530, -4.890], [5.171, 3.124, -5.609], [4.916, 3.205, -6.934], [3.365, 2.617, -7.343], [-3.229, -2.447, -4.823], [-7.447, -5.745, -3.378], [-6.306, -5.497, -1.121], [-4.621, -3.521, -1.076], [-3.464, -1.487, -1.586], [-2.172, -2.235, -7.304], [-0.375, -0.620, -7.946], [1.111, 1.083, -7.402], [2.105, 1.452, -3.058], [4.132, 2.263, -3.812], [6.001, 3.438, -5.052], [5.627, 3.425, -7.738], [-3.562, -3.226, -5.528], [0.344, -2.735, 1.467], [1.430, -2.338, 2.382], [1.470, -1.204, 3.086], [2.566, -1.288, 3.975], [3.325, -2.378, 3.544], [2.609, -2.995, 2.578], [4.607, -2.927, 4.059], [4.809, -2.667, 5.337], [5.267, -3.770, 3.435], [2.671, -0.336, 5.097], [3.331, -0.729, 6.097], [2.069, 0.810, 5.039], [0.612, -2.356, 0.426], [-0.555, -2.323, 1.885], [0.236, -3.782, 1.491], [2.986, -3.836, 1.978], [4.155, -1.957, 5.772], [3.245, 0.168, 0.516], [3.413, 1.676, 1.362], [2.247, 2.090, 2.067], [2.193, 3.456, 2.340], [0.664, 4.302, 2.434], [3.359, 4.229, 2.276], [3.269, 5.906, 2.662], [4.537, 3.701, 1.841], [5.933, 4.603, 1.938], [4.623, 2.379, 1.349], [6.025, 1.703, 0.665]],
  "mulliken_charge": [1.71, -1.15, -0.04, 0.39, -0.16, -0.23, -0.10, 0.35, -0.27, -1.07, -0.40, 0.03, 0.08, -0.68, -0.71, -0.85, 0.26, 0.52, 0.29, 0.36, -0.16, 0.55, 0.40, 0.49, 0.53, 0.42, 0.85, -0.14, -0.32, -0.62, -0.44, -0.12, 0.69, -0.48, -0.21, -0.32, 0.80, -0.99, -1.04, 0.64, -0.51, 1.06, -0.63, -0.29, -0.14, 0.34, -0.45, -0.57, -0.41, -0.17, -0.17, 0.44, 0.38, 0.37, 0.45, 0.34, 0.42, 0.25, 0.35, 0.31, 0.45, 0.38, 0.35, -1.19, -0.05, 0.34, -0.10, 0.24, -0.01, 0.42, -0.55, -0.64, 0.50, -0.84, -0.50, 0.18, 0.07, 0.55, 0.39, 0.44, -0.15, 0.36, -0.91, 0.42, -0.17, -0.06, -0.20, 0.64, -0.21, -0.22, -0.19]
}